[1]
{"formula": "C53H35N3O6", "method": "ωB97M-V/def2-TZVPD", "elements": ["O", "C", "C", "C", "C", "C", "C", "C", "C", "O", "C", "C", "C", "C", "C", "C", "H", "H", "H", "H", "H", "H", "H", "H", "O", "C", "C", "C", "C", "C", "C", "C", "C", "O", "C", "C", "C", "C", "C", "C", "H", "H", "H", "H", "H", "H", "H", "H", "O", "C", "C", "C", "C", "C", "C", "C", "C", "O", "C", "C", "C", "C", "C", "C", "H", "H", "H", "H", "H", "H", "H", "H", "H", "N", "C", "C", "C", "N", "C", "C", "C", "C", "C", "C", "N", "C", "C", "H", "H", "H", "H", "H", "H", "H", "H", "H", "H"], "positions_angstrom": [[-1.31339, 2.12524, 1.55761], [-0.40093, 2.16650, 2.35835], [-0.36789, 3.21012, 3.41846], [-1.40502, 4.13179, 3.50214], [-1.40478, 5.08392, 4.50844], [-0.36882, 5.11883, 5.43726], [0.67571, 4.21319, 5.34765], [0.68372, 3.26027, 4.33590], [1.82063, 2.30479, 4.24015], [2.76061, 2.38295, 5.00449], [1.77720, 1.24929, 3.19329], [2.81255, 0.32632, 3.11121], [2.76759, -0.68087, 2.16106], [1.68721, -0.77161, 1.28867], [0.65889, 0.15501, 1.35813], [0.70224, 1.17064, 2.30538], [-2.21420, 4.10254, 2.78407], [-2.21606, 5.79858, 4.57480], [-0.37690, 5.85590, 6.23055], [1.48320, 4.24488, 6.06726], [3.65132, 0.39213, 3.79163], [3.57386, -1.40103, 2.10091], [1.65025, -1.56475, 0.55260], [-0.17790, 0.08304, 0.67586], [-9.54410, 5.39483, 5.84503], [-8.55770, 5.99356, 6.22182], [-8.66084, 7.39375, 6.71484], [-9.90521, 8.01100, 6.76232], [-10.01927, 9.30043, 7.25529], [-8.89064, 9.97927, 7.70462], [-7.64593, 9.37469, 7.64363], [-7.52492, 8.08352, 7.14371], [-6.18026, 7.45236, 7.06697], [-5.18588, 8.07079, 7.38908], [-6.07966, 6.04584, 6.59361], [-4.83542, 5.42843, 6.54950], [-4.73127, 4.10908, 6.14148], [-5.87114, 3.39927, 5.77569], [-7.11203, 4.01446, 5.80490], [-7.22115, 5.34030, 6.20853], [-10.78450, 7.48257, 6.41824], [-10.99009, 9.77807, 7.29550], [-8.98376, 10.98249, 8.10093], [-6.76849, 9.90569, 7.98857], [-3.94850, 5.97764, 6.83825], [-3.76066, 3.62915, 6.11140], [-5.78888, 2.36519, 5.46565], [-7.99665, 3.46179, 5.51701], [5.36679, -5.83657, -5.10632], [5.87881, -6.93698, -5.04866], [5.48531, -8.00916, -6.00156], [4.53618, -7.73910, -6.98056], [4.19002, -8.71783, -7.89736], [4.79155, -9.97132, -7.84154], [5.72549, -10.25091, -6.85744], [6.07146, -9.27462, -5.93099], [7.06252, -9.59363, -4.86821], [7.53182, -10.70907, -4.77375], [7.47073, -8.51510, -3.92841], [8.42186, -8.78482, -2.95175], [8.83420, -7.78035, -2.09156], [8.29817, -6.50104, -2.20371], [7.33973, -6.23091, -3.16658], [6.91845, -7.23663, -4.02879], [4.07118, -6.76335, -7.02879], [3.45364, -8.50413, -8.66176], [4.52864, -10.73113, -8.56657], [6.18850, -11.22784, -6.81213], [8.84305, -9.77784, -2.86633], [9.57812, -7.99142, -1.33379], [8.62861, -5.71501, -1.53649], [6.92204, -5.23605, -3.24985], [-2.87998, 0.49401, -5.11322], [-3.01459, 0.40894, -6.12575], [-2.01405, 0.96396, -6.67484], [-0.88337, 1.57821, -5.80588], [-0.14227, 0.39767, -5.15113], [0.59329, -0.32470, -5.95942], [1.21082, -1.38720, -5.36651], [1.99563, -2.24508, -6.19056], [2.63623, -3.34985, -5.71223], [2.51771, -3.60048, -4.27142], [1.77136, -2.78105, -3.48679], [1.07695, -1.64026, -3.99966], [0.33837, -0.90081, -3.10824], [-0.26108, 0.08890, -3.74091], [-1.16246, 0.98751, -2.87597], [-1.88348, 0.99439, -7.76593], [-1.24170, 2.31489, -5.08274], [-0.13039, 2.04005, -6.46734], [2.05237, -2.00786, -7.25576], [3.19366, -3.96542, -6.41682], [3.02465, -4.47575, -3.86173], [1.71301, -3.03516, -2.42499], [-1.03423, 2.05355, -3.09188], [-2.20598, 0.64348, -2.96029], [-0.87945, 0.85101, -1.81951]], "forces_ev_per_a": [[0.038, 0.010, 0.028], [-0.304, -0.019, -0.284], [0.105, 0.011, 0.102], [-0.130, 0.131, 0.057], [0.040, -0.016, 0.036], [-0.026, -0.037, -0.057], [-0.044, 0.144, 0.123], [-0.132, -0.010, -0.085], [0.331, 0.015, 0.264], [-0.045, -0.002, -0.024], [-0.112, 0.005, -0.087], [0.117, -0.159, -0.046], [-0.077, 0.034, -0.021], [0.033, 0.051, 0.055], [0.064, -0.189, -0.136], [0.093, -0.012, 0.092], [0.073, -0.118, -0.036], [0.015, -0.013, -0.014], [0.008, -0.006, -0.025], [0.052, -0.101, -0.098], [-0.089, 0.110, 0.052], [-0.016, 0.016, 0.003], [-0.017, 0.039, -0.008], [-0.025, 0.118, 0.066], [0.041, 0.021, 0.016], [-0.342, -0.194, -0.130], [0.123, 0.078, 0.043], [-0.144, 0.120, 0.035], [0.071, -0.004, 0.013], [-0.022, -0.066, -0.039], [-0.063, 0.178, 0.059], [-0.133, -0.080, -0.027], [0.338, 0.224, 0.123], [-0.034, -0.032, -0.018], [-0.119, -0.059, -0.047], [0.152, -0.139, -0.026], [-0.044, -0.020, -0.013], [0.014, 0.076, 0.017], [0.068, -0.177, -0.051], [0.133, 0.045, 0.056], [0.103, -0.107, -0.009], [0.019, -0.013, -0.002], [0.005, -0.018, -0.016], [0.061, -0.122, -0.060], [-0.109, 0.097, 0.045], [-0.017, 0.014, -0.005], [-0.002, 0.024, 0.000], [-0.057, 0.141, 0.017], [-0.034, -0.015, 0.006], [-0.172, 0.349, -0.028], [0.053, -0.123, 0.006], [-0.103, -0.017, -0.145], [0.041, -0.035, 0.025], [-0.003, 0.068, 0.044], [-0.081, -0.105, -0.147], [-0.053, 0.147, -0.025], [0.166, -0.392, 0.023], [-0.014, 0.049, -0.004], [-0.060, 0.131, -0.006], [0.135, 0.018, 0.144], [-0.051, 0.043, -0.041], [-0.008, -0.075, -0.023], [0.080, 0.110, 0.141], [0.085, -0.117, 0.017], [0.095, 0.019, 0.102], [0.015, -0.001, 0.018], [0.000, 0.012, 0.022], [0.052, 0.063, 0.127], [-0.087, -0.015, -0.122], [-0.015, 0.002, -0.018], [-0.012, -0.015, -0.014], [-0.082, -0.075, -0.100], [-0.363, -0.130, -0.065], [0.332, 0.198, -0.490], [0.277, 0.431, 1.035], [0.724, -0.862, -0.841], [0.061, 0.124, 0.071], [-0.189, 0.047, 0.770], [0.017, 0.185, -0.637], [0.082, -0.151, -0.497], [-0.548, 0.527, 1.464], [0.484, -0.394, -1.876], [0.134, -0.253, 0.423], [0.786, -1.478, 1.209], [0.039, 0.621, -2.408], [-1.001, 1.256, 1.125], [0.622, -0.662, 0.386], [-0.246, -0.093, 0.376], [-0.122, -0.229, -0.303], [-0.379, 0.047, 0.299], [-0.110, 0.080, 0.355], [0.000, -0.069, 0.562], [-0.143, 0.307, -0.016], [-0.207, 0.381, -0.286], [-0.323, -0.304, -0.087], [0.223, 0.468, -0.088], [-0.092, -0.061, -0.420]], "mulliken_charge": [-0.668, 0.554, 0.288, -0.694, -0.482, -0.554, -0.581, 0.179, 0.571, -0.662, 0.190, -0.543, -0.552, -0.397, -0.745, 0.290, 0.495, 0.556, 0.430, 0.474, 0.473, 0.400, 0.481, 0.470, -0.659, 0.618, 0.128, -0.546, -0.458, -0.473, -0.526, 0.218, 0.533, -0.660, 0.269, -0.774, -0.396, -0.642, -0.569, 0.234, 0.469, 0.399, 0.391, 0.465, 0.595, 0.508, 0.405, 0.475, -0.662, 0.469, 0.176, -0.284, -0.672, -0.403, -0.695, 0.346, 0.553, -0.665, 0.178, -0.570, -0.466, -0.507, -0.519, 0.139, 0.534, 0.418, 0.392, 0.470, 0.471, 0.397, 0.404, 0.497, 0.352, -0.717, -0.011, -0.872, 0.269, -0.568, 0.139, -0.575, -0.390, -0.555, -0.374, 0.424, -0.522, 1.265, -1.148, 0.375, 0.299, 0.347, 0.373, 0.401, 0.450, 0.384, 0.369, 0.255, 0.052], "largest_force_ev_per_a": 2.49, "lumo_energy_ev": -1.11, "smiles": "O=C1c2ccccc2C(=O)c2ccccc21.O=C1c2ccccc2C(=O)c2ccccc21.O=C1c2ccccc2C(=O)c2ccccc21.[H]/N=C\\Cc1nc2ccccc2nc1C", "homo_lumo_gap_ev": 7.93}

[2]
{"formula": "C53H38Br2N6O5PZr", "method": "ωB97M-V/def2-TZVPD", "elements": ["Zr", "O", "C", "O", "C", "C", "C", "C", "C", "C", "P", "C", "C", "C", "C", "C", "C", "C", "C", "C", "C", "C", "C", "H", "H", "H", "H", "H", "H", "H", "H", "H", "H", "H", "H", "H", "H", "Br", "C", "C", "C", "Br", "C", "C", "C", "C", "N", "C", "C", "O", "H", "H", "H", "H", "N", "C", "C", "C", "C", "C", "C", "C", "C", "N", "C", "H", "H", "H", "H", "H", "H", "H", "H", "C", "O", "C", "C", "C", "C", "C", "C", "N", "N", "C", "C", "C", "C", "O", "C", "N", "C", "C", "C", "C", "H", "H", "H", "H", "H", "H", "H", "H", "H", "H", "H", "H"], "positions_angstrom": [[0.02073, 0.66540, -0.43632], [2.13907, -0.17609, -0.41483], [2.05474, 0.09377, 0.80717], [1.31089, 1.10612, 1.13926], [2.49861, -0.79078, 1.90203], [3.69016, -1.49206, 1.78314], [4.07571, -2.36314, 2.78820], [3.24898, -2.54406, 3.88711], [2.03937, -1.86838, 3.98647], [1.63418, -0.97365, 3.00272], [-0.04832, -0.18624, 3.03556], [0.21153, 1.34101, 3.99686], [-0.91341, 2.08415, 4.36638], [-0.77692, 3.32006, 4.98194], [0.48788, 3.83862, 5.22563], [1.61085, 3.11031, 4.85807], [1.47400, 1.87168, 4.24546], [-0.95723, -1.28863, 4.18595], [-1.40626, -0.96138, 5.45981], [-2.15902, -1.86935, 6.19965], [-2.46119, -3.11708, 5.68058], [-2.00569, -3.46389, 4.41168], [-1.26970, -2.55376, 3.67200], [4.31035, -1.34059, 0.90898], [5.00957, -2.90361, 2.71259], [3.54250, -3.22640, 4.67429], [1.40159, -2.04623, 4.84289], [-1.90933, 1.69384, 4.17903], [-1.66002, 3.87555, 5.27240], [0.59792, 4.80304, 5.70418], [2.59999, 3.50307, 5.05606], [2.36017, 1.31581, 3.96492], [-1.16247, -0.00189, 5.89595], [-2.49972, -1.59807, 7.19056], [-3.04087, -3.82227, 6.26168], [-2.22609, -4.44210, 4.00349], [-0.92090, -2.82773, 2.67963], [0.80238, -0.40577, -5.27652], [1.68397, 0.97045, -4.34380], [2.72816, 1.67600, -4.98489], [3.38372, 2.67860, -4.33838], [4.78247, 3.58241, -5.22402], [3.02297, 3.04034, -3.01264], [3.63984, 4.04861, -2.24003], [3.21335, 4.28271, -0.96305], [2.14916, 3.52511, -0.44868], [1.53572, 2.59620, -1.14299], [1.97498, 2.32963, -2.40704], [1.30594, 1.27251, -3.06720], [0.32145, 0.65450, -2.41228], [3.00431, 1.40725, -5.99462], [4.44941, 4.62466, -2.66746], [3.67847, 5.03733, -0.34518], [1.79376, 3.68780, 0.56414], [-2.96534, -0.68084, 1.21479], [-3.38113, 0.47388, 1.82493], [-4.44779, 0.42866, 2.70494], [-5.00776, 1.57803, 3.27217], [-4.52316, 2.81455, 2.94726], [-3.42718, 2.90879, 2.06799], [-2.92709, 4.18195, 1.69996], [-1.86918, 4.27999, 0.85324], [-1.28355, 3.08065, 0.42165], [-1.68717, 1.87462, 0.74481], [-2.80737, 1.75052, 1.53678], [-2.00742, -0.75787, 0.91098], [-3.33347, -1.53391, 1.60149], [-4.86224, -0.54321, 2.94734], [-5.83901, 1.47867, 3.95776], [-4.96171, 3.72048, 3.34349], [-3.41165, 5.06628, 2.09566], [-1.46150, 5.22780, 0.53271], [-0.41745, 3.15372, -0.23475], [1.50192, -6.96804, -7.43294], [1.35178, -5.67666, -6.85716], [0.12320, -5.32301, -6.41705], [-0.99977, -6.13908, -6.47694], [-2.21408, -5.65339, -6.00639], [-2.31523, -4.39789, -5.43820], [-1.18644, -3.57464, -5.40281], [0.01718, -4.03113, -5.89051], [-3.66162, -4.02345, -5.06267], [-3.92228, -3.23476, -4.14776], [-2.91411, -2.76082, -3.22839], [-2.12422, -3.60007, -2.49987], [-1.27577, -3.09941, -1.48732], [-1.23873, -1.76754, -1.20807], [-0.41834, -1.24053, -0.24946], [-2.09447, -0.88269, -1.91412], [-2.05364, 0.43928, -1.57461], [-2.78842, 1.28383, -2.25515], [-3.63124, 0.89240, -3.30756], [-3.69923, -0.43045, -3.64225], [-2.91985, -1.37339, -2.93252], [2.54079, -7.04159, -7.73743], [0.85879, -7.08513, -8.30698], [1.27892, -7.74913, -6.70360], [-0.94976, -7.13149, -6.89744], [-3.10751, -6.26203, -6.07075], [-1.24927, -2.56623, -5.01719], [0.90086, -3.40646, -5.88183], [-2.13997, -4.66200, -2.70763], [-0.63012, -3.76787, -0.93225], [-2.73092, 2.32672, -1.95859], [-4.21108, 1.63846, -3.83133], [-4.34520, -0.77325, -4.44025]], "forces_ev_per_a": [[-0.354, 0.813, -0.873], [0.083, -0.036, 0.290], [0.023, -0.048, 0.478], [0.388, -0.014, 0.679], [-0.040, 0.038, -0.020], [0.050, -0.008, 0.042], [-0.003, 0.008, -0.005], [0.010, -0.010, 0.013], [-0.002, -0.003, 0.042], [0.020, 0.153, -0.121], [0.027, -0.223, 0.226], [-0.053, 0.132, -0.094], [-0.007, 0.016, -0.018], [0.012, -0.053, -0.022], [0.024, -0.017, -0.012], [-0.029, 0.005, 0.015], [0.008, -0.025, 0.066], [0.075, -0.178, -0.099], [0.052, 0.006, 0.071], [0.029, 0.033, -0.036], [0.032, -0.022, -0.047], [-0.008, 0.037, 0.052], [-0.048, 0.058, -0.043], [-0.019, -0.017, -0.013], [-0.002, 0.012, 0.000], [-0.004, 0.006, 0.004], [-0.001, -0.009, -0.013], [0.027, -0.010, -0.001], [-0.001, -0.001, -0.003], [0.000, -0.006, 0.006], [-0.002, 0.004, -0.009], [-0.007, 0.004, -0.004], [0.001, 0.023, -0.015], [0.004, 0.005, -0.004], [-0.002, 0.002, -0.007], [0.001, 0.008, -0.002], [-0.010, 0.012, 0.007], [0.002, 0.040, 0.030], [0.118, -0.045, -0.257], [-0.078, -0.079, 0.040], [-0.004, 0.031, 0.034], [0.026, 0.029, -0.001], [0.113, 0.110, -0.014], [0.020, -0.023, -0.092], [-0.046, -0.011, 0.059], [-0.005, 0.108, 0.067], [0.007, -0.279, -0.304], [-0.034, 0.189, 0.247], [-0.363, -0.305, 0.101], [0.468, 0.399, -0.500], [-0.017, -0.017, 0.004], [0.010, -0.018, 0.002], [-0.011, 0.001, -0.007], [0.024, -0.011, 0.007], [0.000, 0.123, -0.139], [-0.029, -0.145, 0.094], [-0.030, 0.002, 0.077], [0.016, -0.037, -0.030], [0.012, -0.042, -0.017], [-0.041, 0.241, 0.093], [-0.030, -0.049, 0.019], [-0.007, -0.044, 0.023], [0.186, 0.281, -0.023], [0.048, 0.081, 0.030], [0.098, -0.128, -0.077], [0.001, -0.040, 0.181], [0.031, -0.022, 0.066], [-0.012, 0.027, 0.017], [0.003, -0.011, -0.014], [0.004, -0.007, 0.003], [0.004, -0.016, 0.015], [-0.008, -0.011, -0.006], [0.012, 0.042, 0.028], [-0.017, 0.079, 0.039], [-0.045, -0.029, -0.014], [0.083, -0.039, -0.027], [-0.055, 0.030, 0.055], [0.020, -0.204, -0.036], [-0.342, 0.042, 0.067], [0.028, 0.134, -0.090], [-0.065, 0.010, 0.012], [0.356, 0.091, -0.175], [0.364, -0.053, 0.195], [-0.356, 0.035, -0.070], [0.087, -0.074, 0.252], [0.017, -0.302, -0.108], [0.067, -0.008, 0.199], [-0.678, -0.359, -0.343], [0.028, -0.041, 0.014], [0.090, -0.536, -0.218], [-0.148, 0.128, 0.157], [0.019, 0.030, 0.051], [-0.028, -0.099, 0.010], [-0.221, 0.149, -0.221], [0.014, 0.003, 0.007], [-0.008, -0.004, -0.015], [-0.004, -0.020, 0.003], [-0.011, -0.016, -0.006], [0.016, 0.013, -0.029], [0.025, -0.017, -0.018], [-0.013, 0.001, 0.008], [0.019, 0.008, 0.038], [-0.014, -0.009, -0.019], [0.015, 0.002, -0.029], [-0.004, -0.003, 0.010], [0.000, -0.004, 0.015]], "mulliken_charge": [-0.442, -0.524, 1.239, -0.135, 0.095, -0.464, -0.729, -0.767, -0.760, -0.206, 2.375, 0.033, -0.398, -0.842, -0.768, -0.784, -0.759, 0.200, -0.344, -0.748, -0.575, -0.727, -0.351, 0.565, 0.442, 0.451, 0.512, 0.748, 0.489, 0.422, 0.460, 0.408, 0.461, 0.442, 0.403, 0.447, 0.470, -0.141, 0.122, -0.487, -0.145, -0.208, 1.029, -0.759, -1.279, -0.199, -0.097, -0.238, 0.257, 0.105, 0.484, 0.396, 0.435, 0.593, 0.427, 0.425, -0.594, -0.913, -0.866, 1.200, -0.899, -1.416, 0.075, 1.584, -0.887, -0.765, 0.392, 0.420, 0.413, 0.468, 0.463, 0.578, 0.485, -0.889, -0.419, 0.719, -0.585, -0.607, -0.056, 0.671, -0.549, -0.447, -0.516, -0.159, -0.119, -0.508, 0.280, -0.234, 0.402, 0.190, -0.481, -1.371, -0.796, 0.887, 0.244, 0.359, 0.360, 0.412, 0.429, -0.061, 0.364, 0.472, 0.575, 0.569, 0.476, 0.588], "largest_force_ev_per_a": 1.24, "lumo_energy_ev": -2.92, "homo_lumo_gap_ev": 6.93, "charge": 1}